The following is a DFT calculation (ωB97M-V with the def2-TZVPD basis set) of a molecular structure, C60H52B3F5O33 at a distorted geometry.

Last column: Mulliken charge in e.
Positions of all 153 atoms, in Å:
C: -0.380 2.452 5.590  -0.8685
C: -1.729 2.846 5.013  -0.4883
C: -1.609 4.014 4.018  -0.7809
C: -1.821 3.537 2.587  0.5358
C: -1.819 4.688 1.545  -0.7000
B: -1.008 4.138 0.348  0.4008
O: -1.417 2.996 -0.356  0.1561
B: -0.422 2.043 -0.288  -1.0283
C: -0.725 0.547 -0.606  -0.3146
C: -1.046 -0.100 0.767  -0.2294
C: -0.752 -1.592 0.835  -1.1074
C: 0.735 -1.888 0.774  -0.0519
O: 1.289 -1.887 2.100  -0.4339
C: 1.811 -0.728 2.485  0.2260
O: 1.924 -0.424 3.619  -0.5357
O: 0.871 2.366 0.144  0.7241
B: 1.152 3.687 0.377  -0.4189
C: 2.454 4.165 1.192  1.2867
F: 1.969 4.437 2.463  -0.2871
F: 2.899 5.358 0.710  -0.3204
C: 3.592 3.195 1.335  -0.3369
C: 4.531 3.410 2.348  -0.9051
C: 5.623 2.563 2.514  -0.8759
C: 5.775 1.461 1.677  -0.8782
C: 4.838 1.248 0.673  0.1921
C: 4.988 0.056 -0.228  0.8386
F: 6.019 0.140 -1.062  -0.2763
F: 3.875 -0.153 -0.952  -0.2357
F: 5.172 -1.067 0.494  -0.2745
C: 3.764 2.112 0.481  -0.0215
O: 0.246 4.640 -0.016  -0.4401
H: -0.471 1.611 6.264  0.0148
H: 0.060 3.268 6.155  0.3591
H: 0.294 2.169 4.783  0.2393
H: -2.361 3.176 5.834  0.3486
H: -2.210 1.980 4.564  0.3180
H: -0.593 4.393 4.092  0.3065
H: -2.347 4.776 4.245  0.3458
H: -2.750 2.978 2.521  0.4796
H: -1.027 2.813 2.380  -0.5546
H: -2.845 4.883 1.246  0.3219
H: -1.351 5.575 1.952  0.3097
H: 0.136 0.082 -1.078  0.3201
H: -1.600 0.465 -1.239  0.2082
H: -2.074 0.128 1.024  0.4430
H: -0.438 0.402 1.527  -0.0136
H: -1.139 -1.985 1.769  0.4775
H: -1.255 -2.082 0.006  0.4255
H: 1.258 -1.149 0.172  -0.0981
H: 0.900 -2.857 0.321  0.4149
H: 2.186 -0.069 1.695  0.3886
H: 4.414 4.259 3.000  0.5061
H: 6.333 2.774 3.293  0.4325
H: 6.613 0.803 1.831  0.5128
H: 3.073 1.932 -0.322  0.9936
C: -0.050 -1.381 8.311  -1.0238
C: 0.450 -2.623 8.370  0.3740
C: -0.342 -3.820 7.915  1.1821
O: 0.204 -4.907 7.978  -0.6228
C: -1.695 -3.616 7.432  -1.1306
C: -2.193 -2.375 7.379  0.2411
C: -1.394 -1.174 7.804  1.1056
O: -1.922 -0.082 7.698  -0.6759
O: -3.419 -2.100 6.944  -0.5725
O: 1.664 -2.898 8.824  -0.6107
H: 0.510 -0.513 8.628  0.4769
H: -2.257 -4.481 7.121  0.5869
H: -3.513 -1.130 7.008  0.3492
H: 1.766 -3.868 8.763  0.3280
C: -2.914 3.802 -3.476  -1.0676
C: -3.488 4.875 -4.033  0.4974
C: -4.579 4.747 -5.062  0.8897
O: -5.052 5.775 -5.510  -0.6741
C: -4.996 3.416 -5.468  -0.7448
C: -4.417 2.344 -4.912  -0.0625
C: -3.342 2.472 -3.869  1.1927
O: -2.866 1.452 -3.409  -0.6183
O: -4.723 1.096 -5.243  -0.6057
O: -3.151 6.123 -3.731  -0.6126
H: -2.128 3.873 -2.737  0.5407
H: -5.767 3.336 -6.222  0.5010
H: -4.147 0.521 -4.703  0.3508
H: -3.726 6.698 -4.271  0.3634
C: -3.737 0.900 -8.413  -0.7594
C: -2.438 0.755 -8.128  0.3136
C: -1.391 0.688 -9.201  1.0224
O: -0.224 0.588 -8.860  -0.6862
C: -1.814 0.755 -10.587  -1.1652
C: -3.117 0.888 -10.874  0.3504
C: -4.166 0.983 -9.796  0.9828
O: -5.321 1.131 -10.146  -0.6382
O: -3.586 0.955 -12.111  -0.5805
O: -1.975 0.669 -6.885  -0.5159
H: -4.489 0.964 -7.639  0.5165
H: -1.052 0.697 -11.351  0.4732
H: -4.554 1.056 -12.030  0.3670
H: -1.007 0.576 -6.959  0.3188
C: 0.175 6.672 -8.923  -0.9687
C: -0.770 6.118 -8.151  0.2299
C: -0.797 4.641 -7.864  0.8537
O: -1.683 4.223 -7.137  -0.3914
C: 0.218 3.800 -8.466  -0.7961
C: 1.162 4.350 -9.243  0.1293
C: 1.205 5.833 -9.510  0.9947
O: 2.106 6.251 -10.212  -0.6288
O: 2.120 3.653 -9.832  -0.5935
O: -1.745 6.815 -7.582  -0.6023
H: 0.205 7.731 -9.133  0.4515
H: 0.173 2.741 -8.264  0.6814
H: 2.662 4.298 -10.325  0.3710
H: -2.284 6.172 -7.084  0.2931
C: -4.053 -5.034 3.687  -1.1497
C: -4.455 -5.185 2.418  0.4688
C: -3.763 -6.127 1.468  1.0341
O: -4.208 -6.210 0.339  -0.6345
C: -2.612 -6.870 1.946  -0.9844
C: -2.207 -6.717 3.215  0.3254
C: -2.916 -5.794 4.169  1.0391
O: -2.486 -5.728 5.307  -0.5879
O: -1.166 -7.356 3.727  -0.5774
O: -5.482 -4.530 1.897  -0.5903
H: -4.542 -4.362 4.378  0.4940
H: -2.113 -7.531 1.253  0.4492
H: -1.094 -7.069 4.658  0.3406
H: -5.553 -4.831 0.971  0.3651
C: 5.019 0.756 -6.828  -0.9874
C: 3.934 1.118 -6.131  0.0878
C: 3.725 0.689 -4.703  1.3188
O: 2.716 1.081 -4.141  -0.5873
C: 4.723 -0.158 -4.081  -1.1396
C: 5.808 -0.522 -4.778  0.3959
C: 6.030 -0.076 -6.199  0.9716
O: 7.051 -0.440 -6.751  -0.6222
O: 6.765 -1.294 -4.283  -0.5823
O: 2.966 1.876 -6.629  -0.5060
H: 5.179 1.060 -7.852  0.4751
H: 4.554 -0.471 -3.068  0.4400
H: 7.427 -1.395 -4.994  0.3645
H: 2.313 1.985 -5.911  0.3384
C: 2.936 -9.466 11.234  -1.0285
C: 2.028 -9.977 10.392  0.3389
C: 1.068 -9.103 9.627  1.0432
O: 0.291 -9.653 8.870  -0.6369
C: 1.124 -7.668 9.839  -0.9657
C: 2.030 -7.158 10.681  0.3019
C: 3.006 -8.028 11.427  1.0036
O: 3.806 -7.477 12.159  -0.6349
O: 2.147 -5.857 10.926  -0.5155
O: 1.899 -11.276 10.160  -0.5656
H: 3.630 -10.084 11.785  0.4187
H: 0.424 -7.046 9.296  0.5208
H: 2.879 -5.768 11.567  0.3596
H: 1.175 -11.364 9.511  0.3701

Forces on the atoms, in the same order (eV/Å):
-0.09 -0.21 -0.22
0.14 0.57 0.48
-0.20 -0.91 -0.25
0.21 0.24 0.15
-0.01 -0.52 -0.26
-0.66 0.59 -1.07
0.72 0.18 0.92
-0.31 -0.89 -1.02
-0.32 0.31 0.48
0.57 0.30 -0.11
-0.10 0.43 -0.14
-0.21 -0.16 -0.06
-0.35 -0.34 -0.52
0.37 0.23 -0.45
0.15 0.27 1.57
-0.27 0.29 0.49
0.34 0.34 -0.67
-0.17 -0.69 -0.22
-0.14 0.08 0.16
0.22 0.27 -0.12
0.66 -0.07 0.25
0.10 -0.17 -0.21
-0.57 0.05 -0.43
-0.27 0.49 0.19
0.08 0.12 -0.12
-0.38 -0.16 0.88
0.34 0.15 -0.43
-0.12 0.00 -0.32
0.11 -0.15 0.10
0.25 0.14 0.25
0.07 -0.21 1.12
-0.02 -0.27 0.15
0.11 0.20 -0.03
0.26 -0.02 -0.01
-0.23 -0.15 0.14
-0.11 -0.09 -0.15
-0.01 0.53 0.05
0.09 0.34 0.05
-0.17 -0.08 -0.09
0.10 -0.17 -0.03
-0.15 0.29 0.06
-0.04 0.26 0.09
0.08 -0.15 -0.11
-0.02 -0.12 -0.34
-0.24 -0.10 0.06
0.01 -0.06 0.27
-0.10 -0.29 0.10
-0.11 -0.19 -0.10
0.14 0.09 -0.15
0.27 -0.26 0.21
-0.15 -0.03 -0.55
-0.06 0.11 0.13
0.18 -0.07 0.15
0.08 -0.25 -0.13
-0.10 -0.09 -0.10
-0.10 0.15 0.00
0.13 0.22 0.08
-0.32 0.01 -0.15
0.14 -0.07 0.10
0.07 -0.10 0.14
-0.08 -0.21 -0.07
0.41 0.08 0.11
-0.21 0.00 -0.04
0.04 0.08 0.02
-0.06 -0.10 -0.04
0.03 -0.01 -0.01
-0.04 -0.03 -0.05
0.02 0.05 0.01
0.00 -0.04 0.03
0.09 -0.07 0.09
0.15 -0.10 0.15
-0.14 -0.35 -0.17
0.11 0.18 0.01
-0.08 0.13 -0.03
-0.11 0.05 -0.23
0.33 0.34 0.18
-0.15 -0.25 -0.11
-0.02 -0.05 0.14
-0.05 0.03 -0.09
-0.02 0.02 0.02
0.00 -0.02 0.00
0.07 -0.01 0.00
-0.05 0.02 0.00
-0.29 0.04 -0.01
-0.15 0.06 0.24
0.07 -0.04 -0.58
-0.06 -0.07 0.29
0.08 -0.01 0.06
0.23 -0.01 -0.14
0.06 0.02 0.35
0.00 -0.02 -0.18
-0.09 0.01 0.05
0.08 -0.02 -0.04
0.01 -0.03 0.00
-0.01 0.00 -0.02
-0.04 0.01 0.01
0.04 -0.01 0.00
0.12 0.03 -0.09
0.03 0.24 -0.06
0.23 -0.27 -0.14
-0.14 0.11 0.06
-0.20 -0.04 0.21
-0.03 -0.23 0.07
-0.22 0.33 0.09
0.10 -0.14 -0.06
0.01 0.11 -0.03
-0.01 -0.10 0.04
-0.02 0.01 0.02
0.14 -0.01 -0.04
0.02 0.04 -0.01
-0.04 -0.02 0.01
0.04 0.02 0.15
-0.08 0.14 0.20
0.32 -0.25 0.02
-0.14 0.13 -0.03
-0.07 0.00 -0.16
0.11 -0.15 -0.18
-0.28 0.27 -0.01
0.10 -0.21 -0.05
-0.05 0.07 0.09
0.02 -0.04 -0.09
-0.01 0.00 -0.01
0.01 -0.02 0.02
0.00 0.01 0.03
0.00 -0.03 -0.04
0.14 -0.05 -0.07
0.07 0.05 -0.25
0.20 -0.22 0.26
-0.12 0.09 -0.11
-0.13 0.06 -0.10
-0.10 -0.02 0.21
-0.19 0.22 -0.26
0.09 -0.11 0.11
0.04 0.01 -0.10
-0.05 0.01 0.08
-0.02 0.02 0.00
0.01 -0.06 0.09
0.03 0.01 -0.03
-0.01 0.01 0.06
0.10 0.08 0.09
0.19 -0.11 0.15
-0.06 0.38 0.00
0.02 -0.18 0.01
-0.19 -0.01 -0.15
-0.18 0.08 -0.15
0.08 -0.37 0.04
-0.03 0.18 0.01
0.09 -0.02 0.03
-0.07 0.03 -0.06
0.00 -0.02 -0.01
0.04 0.03 -0.02
0.04 -0.01 0.03
-0.03 0.01 -0.03

Summary:
Multiplicity ... 1
HOMO-LUMO gap ... 7.8504 eV
Strongest force on any atom ... 1.605 eV/A

=====

The following is a DFT calculation (ωB97M-V with the def2-TZVPD basis set) of a molecular structure, C60H56AsN5O7P2S4Y at a distorted geometry.

Last column: Mulliken charge in e.
Positions of all 136 atoms, in Å:
Y: 0.530 0.584 0.084  -1.6831
C: 4.091 2.228 -0.382  -1.2176
C: 3.575 0.899 0.057  1.1306
N: 2.917 0.171 -0.800  -0.3993
N: 3.027 -1.176 -0.552  -0.6540
C: 2.106 -2.021 -0.786  1.0604
S: 0.484 -1.712 -1.255  -0.4780
S: 2.587 -3.715 -0.594  -0.2030
C: 4.034 -3.512 0.514  -0.5917
C: 3.818 -4.099 1.869  0.5084
C: 2.573 -4.069 2.485  0.2731
C: 2.399 -4.647 3.729  -0.0460
C: 3.466 -5.238 4.383  -0.7711
C: 4.716 -5.246 3.788  -0.5444
C: 4.886 -4.685 2.536  -0.7366
C: 3.896 0.363 1.372  -0.1893
C: 5.171 0.448 1.916  -0.7410
C: 5.473 -0.150 3.120  -1.3125
C: 4.479 -0.829 3.813  -0.7463
C: 3.198 -0.889 3.319  -0.2972
C: 2.852 -0.296 2.087  1.1079
O: 1.611 -0.352 1.670  0.0798
H: 3.501 2.578 -1.224  -0.2741
H: 5.131 2.096 -0.694  0.6974
H: 4.047 2.941 0.440  0.3159
H: 4.179 -2.429 0.560  -0.1114
H: 4.895 -3.961 0.023  0.6577
H: 1.738 -3.610 1.979  0.0311
H: 1.419 -4.653 4.185  0.3207
H: 3.325 -5.695 5.353  0.4259
H: 5.554 -5.706 4.292  0.3714
H: 5.860 -4.706 2.067  0.3881
H: 5.938 0.967 1.358  0.4178
H: 6.479 -0.102 3.514  0.3524
H: 4.712 -1.307 4.757  0.4299
H: 2.423 -1.431 3.846  0.5373
C: -1.666 1.136 -3.813  -2.8910
N: -1.959 2.541 -3.800  0.8718
C: -1.051 3.420 -3.105  -2.3867
P: 0.305 2.650 -2.057  1.9666
C: 0.924 4.291 -1.520  1.3951
C: 2.117 4.880 -1.919  -0.9564
C: 2.449 6.148 -1.470  -0.9482
C: 1.619 6.820 -0.592  -0.7727
C: 0.457 6.214 -0.143  -0.9249
C: 0.114 4.956 -0.598  -0.5250
C: 1.403 2.143 -3.449  0.2994
C: 1.728 0.788 -3.470  -0.2473
C: 2.490 0.252 -4.491  -0.7843
C: 2.906 1.063 -5.532  -0.8005
C: 2.556 2.404 -5.544  -0.9756
C: 1.813 2.947 -4.509  -0.4689
C: -3.022 3.075 -4.491  1.8307
C: -4.049 2.285 -5.036  -0.4548
C: -5.071 2.839 -5.779  -1.0103
C: -5.132 4.204 -6.006  -0.5365
C: -4.148 5.003 -5.453  -0.8130
C: -3.117 4.458 -4.712  -0.7761
P: -1.775 0.361 -2.083  3.8831
C: -3.469 0.996 -1.784  1.0142
C: -4.624 0.370 -2.239  -0.7934
C: -5.851 0.988 -2.092  -0.7113
C: -5.941 2.238 -1.504  -0.8426
C: -4.797 2.859 -1.033  -1.1577
C: -3.570 2.238 -1.168  0.2296
C: -2.178 -1.357 -2.566  -0.0490
C: -2.783 -2.146 -1.589  0.2459
C: -3.137 -3.452 -1.867  -0.8571
C: -2.880 -3.987 -3.122  -0.6133
C: -2.235 -3.224 -4.080  -0.8230
C: -1.866 -1.919 -3.800  -0.8206
H: -0.650 0.967 -4.193  0.2049
H: -2.364 0.619 -4.469  1.1083
H: -1.620 4.072 -2.429  1.4064
H: -0.514 4.064 -3.820  1.0312
H: 2.792 4.355 -2.580  0.4134
H: 3.364 6.610 -1.812  0.4257
H: 1.885 7.806 -0.240  0.3743
H: -0.185 6.722 0.562  0.5298
H: -0.768 4.464 -0.208  0.0355
H: 1.365 0.142 -2.675  0.1690
H: 2.740 -0.797 -4.465  0.5761
H: 3.484 0.649 -6.345  0.3762
H: 2.858 3.032 -6.370  0.4234
H: 1.557 3.998 -4.543  0.4309
H: -4.077 1.221 -4.868  0.1960
H: -5.833 2.187 -6.186  0.3816
H: -5.930 4.631 -6.595  0.3870
H: -4.174 6.073 -5.607  0.3769
H: -2.373 5.129 -4.316  0.3669
H: -4.564 -0.602 -2.710  0.3710
H: -6.744 0.489 -2.445  0.4130
H: -6.904 2.718 -1.410  0.3912
H: -4.856 3.825 -0.552  0.5260
H: -2.683 2.708 -0.771  -0.1424
H: -2.951 -1.718 -0.609  0.4064
H: -3.598 -4.059 -1.101  0.4425
H: -3.166 -5.005 -3.347  0.3465
H: -2.006 -3.648 -5.052  0.4004
H: -1.318 -1.357 -4.543  0.2900
O: 0.248 3.934 2.677  -0.7370
As: 1.254 2.485 2.304  1.0054
O: 2.649 2.894 3.035  -0.9343
O: 1.437 2.340 0.662  1.0040
C: 0.204 1.231 3.370  -0.3253
C: 0.748 0.813 4.580  -0.9340
C: 0.014 -0.005 5.423  -0.3271
C: -1.266 -0.404 5.066  -0.9500
C: -1.810 0.018 3.866  -0.9371
C: -1.078 0.849 3.039  0.2005
S: -1.831 1.210 1.457  2.8127
O: -3.242 1.384 1.670  -0.9092
O: -1.154 2.347 0.839  -0.7885
O: -1.472 -0.003 0.673  -0.7060
H: 0.861 4.675 2.623  0.3330
H: 1.750 1.146 4.827  0.6511
H: 0.437 -0.334 6.363  0.4348
H: -1.849 -1.029 5.727  0.4831
H: -2.798 -0.276 3.547  0.4709
C: -1.083 -4.146 6.743  -1.4946
C: -1.201 -4.560 5.312  1.3546
C: -1.513 -5.830 4.915  -1.2377
C: -1.632 -6.076 3.517  0.9887
N: -1.504 -5.135 2.633  -0.4388
C: -1.192 -3.877 2.994  -0.6582
S: -1.039 -2.622 1.943  -0.1109
N: -0.993 -3.629 4.362  0.5755
C: -1.908 -7.449 3.003  -1.3604
H: -1.189 -5.006 7.400  0.4032
H: -1.867 -3.427 6.983  0.2851
H: -0.122 -3.669 6.928  0.3175
H: -1.677 -6.614 5.635  0.3862
H: -0.729 -2.677 4.594  -0.4333
H: -2.440 -8.058 3.729  0.3813
H: -0.963 -7.937 2.766  0.2720
H: -2.473 -7.375 2.079  0.3594

Forces on the atoms, in the same order (eV/Å):
0.24 -1.37 -2.51
-0.38 0.03 0.34
0.12 -0.35 -0.53
0.11 0.52 -0.03
0.70 -0.47 0.12
0.21 0.52 -0.04
-0.02 -0.92 -0.63
0.15 -0.21 0.23
-0.31 -0.03 -0.53
0.03 -0.18 0.11
0.01 -0.03 -0.01
-0.05 -0.02 0.08
0.01 -0.07 0.19
0.07 -0.07 0.14
-0.05 0.02 -0.06
-0.29 -0.38 0.28
-0.12 0.03 -0.09
0.26 -0.01 0.11
0.10 0.06 0.09
-0.29 -0.04 -0.24
0.78 -0.21 0.52
0.23 0.01 0.15
0.08 0.07 -0.10
0.01 0.01 -0.05
0.00 0.07 -0.05
0.11 -0.09 0.01
0.09 0.01 0.05
-0.13 0.06 -0.08
-0.07 0.04 0.04
-0.01 -0.04 0.08
0.06 -0.02 0.04
0.10 0.00 -0.08
0.09 0.05 -0.03
0.05 0.02 0.04
0.00 -0.05 0.00
-0.04 0.01 0.01
0.23 -0.52 0.07
0.19 -0.12 0.23
-0.14 0.22 0.05
0.60 0.95 -1.06
-0.01 -0.14 0.13
-0.15 -0.08 -0.11
0.17 0.06 0.01
0.01 0.06 0.03
-0.06 0.06 0.02
0.04 -0.07 -0.10
-0.08 -0.16 0.20
-0.06 0.17 0.20
-0.02 -0.04 -0.11
-0.01 -0.11 0.02
0.04 0.18 -0.12
-0.01 0.02 0.04
-0.21 0.17 -0.25
0.05 -0.26 0.04
-0.01 0.04 -0.03
-0.10 0.08 -0.07
-0.17 0.02 -0.09
0.20 0.07 0.18
-0.83 -0.13 -1.27
0.15 0.01 0.14
0.06 0.00 0.05
-0.13 -0.10 -0.05
-0.07 0.04 0.03
-0.07 0.15 -0.04
-0.06 -0.07 -0.12
0.06 0.01 0.13
0.09 0.09 -0.08
-0.03 -0.09 0.04
-0.03 -0.09 -0.01
0.06 -0.10 -0.12
-0.10 0.14 0.10
-0.27 -0.05 -0.10
0.17 0.02 0.07
0.09 0.02 -0.10
-0.09 0.02 0.21
0.00 0.01 -0.07
0.10 0.03 0.02
0.04 0.11 0.02
-0.04 0.01 0.09
-0.06 0.02 0.04
0.19 0.04 -0.31
0.03 -0.14 -0.03
0.09 -0.03 -0.09
0.04 0.05 -0.04
-0.04 0.04 0.02
0.03 -0.04 0.03
-0.02 -0.03 0.02
-0.05 0.04 -0.02
0.03 0.08 0.01
0.12 0.03 0.08
-0.03 -0.01 -0.02
-0.07 -0.01 -0.04
-0.06 0.06 0.05
-0.02 0.06 0.04
0.00 0.09 -0.02
-0.09 -0.09 0.09
-0.01 -0.02 0.04
0.00 -0.04 0.02
0.01 -0.01 0.04
-0.02 0.08 -0.06
-0.27 -0.52 -0.53
0.57 2.79 2.62
0.49 -0.53 0.24
0.66 1.06 0.12
-0.07 0.31 -0.33
0.33 0.24 -0.18
0.01 -0.01 -0.05
-0.08 0.17 -0.05
-0.22 -0.04 0.12
-0.32 0.13 -0.34
-2.25 -0.10 1.12
0.42 -0.24 0.10
0.41 -0.33 0.21
-1.19 -0.25 0.95
0.17 0.03 0.09
-0.04 -0.04 0.04
0.08 0.04 0.07
-0.09 -0.05 0.09
-0.09 -0.07 0.09
0.01 0.05 -0.08
0.02 -0.38 0.02
0.01 0.17 -0.05
0.02 0.13 0.44
-0.14 -0.69 -0.54
0.22 1.06 0.29
0.00 -0.19 -0.06
-0.13 -0.29 -0.17
-0.03 -0.05 -0.03
0.02 0.01 -0.02
-0.02 0.05 0.04
0.07 0.03 0.03
0.00 -0.05 0.12
-0.06 -0.06 -0.03
-0.04 -0.06 0.05
0.10 -0.05 0.03
-0.06 -0.03 -0.05

Summary:
Multiplicity ... 1
HOMO-LUMO gap ... 6.7803 eV
Strongest force on any atom ... 3.869 eV/A
Relative energy (zero: lowest compared OMol25 entry of this formula, charge and spin) ... 455.2 kJ/mol
Net charge ... -1